(1)
The following is a quantum chemistry calculation of the molecule C20H25ClN4O3S in a non-equilibrium geometry, from OMol25.

Last column: natural (NBO) charge in e.
Cartesian coordinates (Å):
C: -0.80 4.43 1.45  -0.2567
H: -0.33 4.49 0.46  0.1717
O: -0.85 3.10 1.93  -0.5480
C: 0.41 2.51 2.14  -0.0788
C: 1.00 1.86 0.88  -0.2641
N: 0.36 0.59 0.57  -0.4341
C: -0.91 0.51 0.11  0.6475
O: -1.56 -0.52 0.12  -0.6120
C: -1.49 1.72 -0.54  0.0565
C: -2.83 2.01 -0.54  -0.4108
S: -3.08 3.37 -1.53  0.6448
N: -1.47 3.45 -1.90  -0.3568
N: -0.79 2.56 -1.33  -0.2147
H: -3.62 1.51 -0.02  0.2649
C: 0.98 -0.61 1.12  -0.1664
C: 0.65 -0.84 2.58  0.0433
C: 1.63 -0.65 3.55  -0.2146
C: 1.35 -0.84 4.89  -0.2389
C: 0.07 -1.22 5.26  -0.0381
C: -0.92 -1.42 4.30  -0.2168
C: -0.62 -1.23 2.97  -0.2001
H: -1.38 -1.39 2.22  0.2525
H: -1.91 -1.73 4.60  0.2272
Cl: -0.30 -1.46 6.93  0.0043
H: 2.11 -0.70 5.64  0.2271
H: 2.63 -0.36 3.26  0.2081
H: 2.06 -0.48 1.02  0.2232
C: 0.62 -1.85 0.26  0.7161
O: 0.33 -2.92 0.74  -0.6091
N: 0.84 -1.64 -1.05  -0.6365
H: 0.99 -0.69 -1.37  0.3926
C: 0.40 -2.57 -2.07  -0.0551
C: 1.45 -2.70 -3.17  -0.4010
C: 1.54 -1.43 -4.02  -0.3995
C: 0.18 -1.07 -4.61  -0.3984
C: -0.85 -0.88 -3.50  -0.4013
C: -0.96 -2.15 -2.65  -0.4164
H: -1.35 -2.96 -3.26  0.2010
H: -1.65 -1.98 -1.82  0.2377
H: -1.82 -0.65 -3.93  0.2127
H: -0.56 -0.03 -2.87  0.1833
H: 0.26 -0.16 -5.20  0.2074
H: -0.15 -1.87 -5.27  0.1939
H: 2.27 -1.58 -4.83  0.2120
H: 1.91 -0.60 -3.41  0.1845
H: 1.17 -3.53 -3.82  0.2039
H: 2.42 -2.92 -2.72  0.2133
H: 0.28 -3.53 -1.55  0.2368
H: 0.89 2.53 0.03  0.2459
H: 2.06 1.67 1.04  0.2102
H: 1.12 3.26 2.52  0.1716
H: 0.26 1.75 2.91  0.2068
H: -1.83 4.76 1.37  0.1955
H: -0.25 5.07 2.14  0.1719

Highest occupied orbital energy = -8.970 eV
Gap between HOMO and LUMO = 8.996 eV
Charge = 0
E_LUMO = 0.0 eV
Energy above the lowest of the compared OMol25 structures with the same formula, charge and spin = 72.3 kJ/mol
Molar mass = 436.96 Da
SMILES string = COCCN(C(=O)c1csnn1)[C@H](C(=O)NC1CCCCC1)c1ccc(Cl)cc1


(2)
The following is a quantum chemistry calculation of C20H25IN5O3PSSeW as an isolated structure in a non-equilibrium geometry, from OMol25.

Last column: natural (NBO) charge in e.
Cartesian coordinates (Å):
W: -0.99 -0.38 -1.11  1.1497
N: 3.12 -1.01 -1.86  -0.4491
C: 3.33 0.17 -1.15  0.1050
C: 4.49 0.87 -0.88  -0.1789
C: 4.36 2.01 -0.11  -0.1622
C: 3.10 2.42 0.37  -0.1562
C: 1.95 1.72 0.10  -0.2767
C: 2.07 0.57 -0.69  0.1465
N: 1.14 -0.39 -1.13  -0.5737
C: 1.82 -1.29 -1.82  0.4287
C: 1.05 -2.40 -2.34  0.0440
C: 1.37 -3.48 -3.09  -0.3535
S: -0.02 -4.42 -3.38  0.7109
C: -0.95 -3.34 -2.47  -0.1135
N: -0.28 -2.32 -1.97  -0.5026
H: 3.84 -1.57 -2.30  0.4651
H: 5.46 0.55 -1.25  0.2654
H: 5.23 2.59 0.13  0.2659
H: 3.05 3.31 0.98  0.2472
H: 0.99 2.04 0.49  0.2107
H: 2.33 -3.77 -3.50  0.2973
H: -2.01 -3.50 -2.34  0.2712
N: -4.35 3.25 1.01  -0.6808
C: -2.84 3.38 0.89  -0.6060
P: -2.33 2.57 -0.70  2.1480
O: -3.58 2.25 -1.41  -1.0893
O: -1.32 1.44 -0.28  -1.0322
C: -1.38 3.77 -1.73  -0.6150
N: -2.10 3.98 -3.03  -0.6667
H: -4.62 2.65 1.79  0.4632
H: -4.72 2.84 0.13  0.4807
H: -4.80 4.16 1.16  0.4686
H: -2.38 2.90 1.75  0.2788
H: -2.59 4.44 0.92  0.2777
H: -0.37 3.42 -1.95  0.2831
H: -1.30 4.74 -1.23  0.2794
H: -2.02 3.16 -3.64  0.4600
H: -1.72 4.79 -3.55  0.4718
H: -3.11 4.13 -2.89  0.4680
C: 0.16 0.03 2.81  -0.7175
C: -0.07 -1.15 1.94  0.6458
O: -0.55 -0.92 0.77  -0.7123
C: 0.20 -2.48 2.35  -0.1654
C: 0.75 -2.72 3.63  -0.0917
C: 0.99 -4.00 4.05  -0.2074
C: 0.69 -5.07 3.21  -0.0492
C: 0.14 -4.86 1.94  -0.2031
C: -0.10 -3.58 1.51  -0.1394
H: -0.16 0.94 2.30  0.2238
H: 1.22 0.12 3.05  0.2857
H: -0.38 -0.07 3.75  0.2836
H: 0.98 -1.89 4.29  0.2352
H: 1.42 -4.19 5.03  0.2670
H: 0.87 -6.08 3.55  0.2614
H: -0.10 -5.71 1.32  0.2484
H: -0.54 -3.41 0.53  0.2025
I: -3.26 -1.60 -0.73  0.2333
Se: -1.22 0.41 -3.23  0.1691

Highest occupied orbital energy (spin up / spin down) = -19.071 / -19.071 eV
Gap between HOMO and LUMO (spin up / spin down) = 5.678 / 5.679 eV
Charge = +4
E_LUMO (spin up / spin down) = -13.4 / -13.4 eV
Energy above the lowest of the compared OMol25 structures with the same formula, charge and spin = 16.2 kJ/mol
Molar mass = 836.20 Da


(3)
The following is a quantum chemistry calculation of C20H25LiN6O3Sb as an isolated structure in a non-equilibrium geometry, from OMol25.

Last column: natural (NBO) charge in e.
Cartesian coordinates (Å):
Li: 0.27 0.91 -1.12  0.8891
N: 0.11 2.78 2.63  -0.6177
C: 1.41 2.13 2.70  -0.2381
C: 1.50 1.62 1.45  -0.0536
N: 0.47 1.89 0.59  -0.6816
C: -0.48 2.55 1.41  0.2901
C: -1.79 2.99 1.13  0.0562
N: -2.66 2.82 0.01  -0.4094
C: -3.93 3.48 0.39  -0.1668
C: -3.69 4.17 1.50  -0.0582
N: -2.46 3.77 1.98  -0.5766
H: -0.39 3.08 3.46  0.3684
H: 1.89 2.11 3.62  0.1949
H: 2.41 1.24 1.04  0.2022
H: -4.85 3.28 -0.08  0.2179
H: -4.17 5.06 1.91  0.2097
H: -1.99 4.13 2.86  0.3881
O: 1.95 0.46 -1.75  -0.8138
C: 2.63 -0.16 -2.67  0.4208
C: 4.07 0.11 -2.73  -0.2827
C: 4.83 -0.49 -3.75  -0.2220
C: 4.28 -1.33 -4.75  -0.3146
C: 2.95 -1.76 -4.62  -0.1913
C: 2.19 -1.24 -3.48  -0.2531
C: 0.99 -1.92 -2.93  0.3584
N: -0.02 -1.38 -2.11  -0.4911
C: -0.92 -2.39 -1.89  -0.0982
C: -0.43 -3.57 -2.37  -0.1460
N: 0.67 -3.28 -3.12  -0.5341
H: 4.47 0.86 -1.99  0.2191
H: 5.92 -0.48 -3.69  0.1917
H: 4.90 -1.68 -5.58  0.1959
H: 2.48 -2.41 -5.33  0.1927
H: -1.72 -2.13 -1.22  0.2062
H: -0.96 -4.48 -2.40  0.1984
H: 1.29 -3.93 -3.62  0.4149
C: 1.46 -0.97 4.84  -0.9704
Sb: -0.44 -1.14 3.64  1.0039
C: -1.54 -2.59 4.84  -1.0159
C: 0.12 -2.90 2.47  -0.9572
H: 1.33 -0.53 5.79  0.2062
H: 2.17 -0.31 4.40  0.2240
H: 1.90 -1.95 4.95  0.2067
H: -2.50 -2.66 4.30  0.2160
H: -1.88 -2.10 5.72  0.2071
H: -1.09 -3.57 5.05  0.2157
H: 0.50 -3.68 3.11  0.2062
H: 0.96 -2.55 1.85  0.2301
H: -0.73 -3.15 1.92  0.2141
C: -3.48 1.49 -3.22  -0.2546
O: -3.59 2.31 -1.97  -0.5262
C: -2.50 2.09 -1.21  0.8650
O: -1.52 1.43 -1.47  -0.7155
H: -2.46 1.62 -3.57  0.2148
H: -4.23 1.85 -3.94  0.1799
H: -3.69 0.49 -2.97  0.1844

Highest occupied orbital energy = -1.260 eV
Gap between HOMO and LUMO = 4.136 eV
Charge = -1
E_LUMO = 2.9 eV
Energy above the lowest of the compared OMol25 structures with the same formula, charge and spin = 69.4 kJ/mol
Molar mass = 526.16 Da


(4)
The following is a quantum chemistry calculation of C20H25MoNOP2 as an isolated structure in a non-equilibrium geometry, from OMol25.

Last column: natural (NBO) charge in e.
Cartesian coordinates (Å):
C: -1.46 3.29 -3.69  -0.1369
C: -1.24 1.93 -3.45  -0.0950
C: 0.05 1.38 -3.73  0.2747
C: 1.12 2.22 -4.20  -0.1472
C: 0.84 3.60 -4.43  -0.1203
C: -0.43 4.12 -4.19  -0.2146
C: 2.40 1.66 -4.30  -0.0272
C: 2.61 0.29 -4.07  -0.1279
C: 1.48 -0.50 -3.64  0.2677
C: 1.65 -1.87 -3.31  -0.0922
C: 2.93 -2.43 -3.37  -0.1373
C: 4.03 -1.66 -3.82  -0.2090
C: 3.88 -0.33 -4.17  -0.1320
H: -2.45 3.71 -3.50  0.2320
H: 1.66 4.23 -4.79  0.2410
H: -0.64 5.19 -4.38  0.2530
H: 3.23 2.29 -4.62  0.2417
H: 3.08 -3.47 -3.08  0.2321
H: 5.02 -2.13 -3.90  0.2510
H: 4.72 0.29 -4.50  0.2432
N: 0.33 0.12 -3.31  -0.5916
Mo: -0.21 -0.16 -0.37  0.1501
C: -2.27 1.04 -2.79  -0.6925
H: -2.15 0.02 -3.17  0.2650
H: -3.29 1.41 -2.99  0.2746
C: 0.46 -2.65 -2.79  -0.7049
H: -0.44 -2.33 -3.31  0.2669
H: 0.59 -3.73 -2.96  0.2701
P: -2.07 0.94 -0.93  1.1193
P: 0.13 -2.37 -0.99  0.9404
C: 1.48 -3.23 -0.12  -0.9258
H: 1.32 -3.15 0.96  0.2624
H: 1.55 -4.30 -0.39  0.2769
H: 2.44 -2.75 -0.36  0.2697
C: -1.39 -3.35 -0.68  -0.9162
H: -1.24 -4.41 -0.96  0.2842
H: -1.64 -3.28 0.38  0.2614
H: -2.21 -2.93 -1.27  0.2511
C: -2.46 2.64 -0.39  -0.9441
H: -3.42 2.99 -0.79  0.2712
H: -2.50 2.64 0.71  0.2663
H: -1.66 3.32 -0.71  0.2678
C: -3.56 -0.02 -0.51  -0.9536
H: -3.61 -0.12 0.58  0.2607
H: -4.46 0.51 -0.88  0.2810
H: -3.50 -1.02 -0.97  0.2481
H: 1.08 1.04 -0.32  0.1512
H: 0.18 1.54 -0.34  0.0764
O: 0.09 0.00 2.73  -0.3114
C: -0.06 -0.22 1.58  0.5283

Highest occupied orbital energy (spin up / spin down) = -13.843 / -13.837 eV
Gap between HOMO and LUMO (spin up / spin down) = 5.513 / 4.610 eV
Charge = +2
E_LUMO (spin up / spin down) = -8.3 / -9.2 eV
Molar mass = 453.31 Da
Multiplicity = 3


Repeat the second record exactly.
The following is a quantum chemistry calculation of C20H25IN5O3PSSeW as an isolated structure in a non-equilibrium geometry, from OMol25.

Last column: natural (NBO) charge in e.
Cartesian coordinates (Å):
W: -0.99 -0.38 -1.11  1.1497
N: 3.12 -1.01 -1.86  -0.4491
C: 3.33 0.17 -1.15  0.1050
C: 4.49 0.87 -0.88  -0.1789
C: 4.36 2.01 -0.11  -0.1622
C: 3.10 2.42 0.37  -0.1562
C: 1.95 1.72 0.10  -0.2767
C: 2.07 0.57 -0.69  0.1465
N: 1.14 -0.39 -1.13  -0.5737
C: 1.82 -1.29 -1.82  0.4287
C: 1.05 -2.40 -2.34  0.0440
C: 1.37 -3.48 -3.09  -0.3535
S: -0.02 -4.42 -3.38  0.7109
C: -0.95 -3.34 -2.47  -0.1135
N: -0.28 -2.32 -1.97  -0.5026
H: 3.84 -1.57 -2.30  0.4651
H: 5.46 0.55 -1.25  0.2654
H: 5.23 2.59 0.13  0.2659
H: 3.05 3.31 0.98  0.2472
H: 0.99 2.04 0.49  0.2107
H: 2.33 -3.77 -3.50  0.2973
H: -2.01 -3.50 -2.34  0.2712
N: -4.35 3.25 1.01  -0.6808
C: -2.84 3.38 0.89  -0.6060
P: -2.33 2.57 -0.70  2.1480
O: -3.58 2.25 -1.41  -1.0893
O: -1.32 1.44 -0.28  -1.0322
C: -1.38 3.77 -1.73  -0.6150
N: -2.10 3.98 -3.03  -0.6667
H: -4.62 2.65 1.79  0.4632
H: -4.72 2.84 0.13  0.4807
H: -4.80 4.16 1.16  0.4686
H: -2.38 2.90 1.75  0.2788
H: -2.59 4.44 0.92  0.2777
H: -0.37 3.42 -1.95  0.2831
H: -1.30 4.74 -1.23  0.2794
H: -2.02 3.16 -3.64  0.4600
H: -1.72 4.79 -3.55  0.4718
H: -3.11 4.13 -2.89  0.4680
C: 0.16 0.03 2.81  -0.7175
C: -0.07 -1.15 1.94  0.6458
O: -0.55 -0.92 0.77  -0.7123
C: 0.20 -2.48 2.35  -0.1654
C: 0.75 -2.72 3.63  -0.0917
C: 0.99 -4.00 4.05  -0.2074
C: 0.69 -5.07 3.21  -0.0492
C: 0.14 -4.86 1.94  -0.2031
C: -0.10 -3.58 1.51  -0.1394
H: -0.16 0.94 2.30  0.2238
H: 1.22 0.12 3.05  0.2857
H: -0.38 -0.07 3.75  0.2836
H: 0.98 -1.89 4.29  0.2352
H: 1.42 -4.19 5.03  0.2670
H: 0.87 -6.08 3.55  0.2614
H: -0.10 -5.71 1.32  0.2484
H: -0.54 -3.41 0.53  0.2025
I: -3.26 -1.60 -0.73  0.2333
Se: -1.22 0.41 -3.23  0.1691

Highest occupied orbital energy (spin up / spin down) = -19.071 / -19.071 eV
Gap between HOMO and LUMO (spin up / spin down) = 5.678 / 5.679 eV
Charge = +4
E_LUMO (spin up / spin down) = -13.4 / -13.4 eV
Energy above the lowest of the compared OMol25 structures with the same formula, charge and spin = 16.2 kJ/mol
Molar mass = 836.20 Da


> Which formula does entry 3 have?

C20H25LiN6O3Sb